Entry 1:
{
  "formula": "C34H37As2FINOPPt",
  "method": "ωB97M-V with the def2-TZVPD basis set",
  "species": ["Pt", "I", "C", "C", "C", "C", "C", "C", "C", "C", "C", "P", "C", "C", "C", "C", "C", "C", "C", "C", "C", "C", "C", "C", "C", "H", "H", "H", "H", "H", "H", "H", "H", "H", "H", "H", "H", "H", "H", "H", "H", "C", "As", "C", "C", "C", "C", "C", "C", "C", "As", "C", "C", "H", "H", "H", "H", "H", "H", "H", "H", "H", "H", "H", "H", "H", "H", "H", "H", "C", "C", "N", "O", "H", "H", "H", "H", "H", "F"],
  "xyz": [[0.531, -2.301, 1.012], [-0.741, -0.179, 1.880], [-1.631, 3.044, 1.109], [-2.004, 3.063, 2.371], [-2.904, 4.087, 2.752], [-3.339, 4.969, 1.816], [-2.897, 4.896, 0.474], [-3.344, 5.840, -0.486], [-2.925, 5.809, -1.779], [-2.007, 4.823, -2.187], [-1.530, 3.879, -1.307], [-0.226, 2.854, -1.941], [1.367, 3.465, -1.510], [1.492, 4.572, -0.664], [2.752, 5.046, -0.341], [3.878, 4.422, -0.859], [3.756, 3.316, -1.696], [2.505, 2.832, -2.025], [-0.403, 2.572, -3.667], [0.439, 3.212, -4.583], [0.209, 3.055, -5.940], [-0.850, 2.271, -6.378], [-1.694, 1.640, -5.466], [-1.481, 1.793, -4.111], [-1.973, 3.875, 0.055], [-1.662, 2.356, 3.112], [-3.234, 4.136, 3.780], [-4.034, 5.753, 2.088], [-4.040, 6.601, -0.157], [-3.283, 6.537, -2.494], [-1.675, 4.816, -3.216], [0.613, 5.071, -0.275], [2.856, 5.909, 0.303], [4.861, 4.805, -0.619], [4.640, 2.846, -2.106], [2.409, 1.981, -2.689], [1.258, 3.832, -4.243], [0.853, 3.549, -6.654], [-1.028, 2.155, -7.439], [-2.523, 1.043, -5.820], [-2.151, 1.324, -3.400], [-3.141, -2.669, 0.810], [-1.439, -3.542, 0.641], [-1.418, -4.260, -1.150], [-1.402, -5.054, 1.822], [-2.542, -5.771, 2.163], [-2.425, -6.896, 2.968], [-1.181, -7.308, 3.420], [-0.040, -6.593, 3.078], [-0.157, -5.460, 2.283], [1.369, -4.409, 1.778], [2.450, -5.458, 0.572], [2.439, -4.148, 3.358], [-3.160, -1.813, 0.141], [-3.296, -2.344, 1.835], [-3.918, -3.376, 0.519], [-2.192, -5.024, -1.227], [-0.448, -4.704, -1.359], [-1.617, -3.463, -1.864], [-3.521, -5.465, 1.815], [-3.311, -7.453, 3.244], [-1.097, -8.186, 4.046], [0.924, -6.926, 3.443], [2.702, -6.405, 1.050], [3.362, -4.913, 0.341], [1.892, -5.654, -0.340], [2.676, -5.119, 3.792], [1.879, -3.557, 4.079], [3.368, -3.648, 3.087], [3.126, -0.367, 3.112], [3.358, -1.058, 1.806], [4.606, -1.334, 1.441], [2.419, -1.332, 1.039], [4.031, -0.266, 3.707], [2.370, -0.908, 3.681], [2.721, 0.621, 2.897], [5.391, -1.042, 1.997], [4.784, -1.730, 0.531], [-0.397, 1.465, -1.256]],
  "charge": 3,
  "relative_energy_kj_mol": 264.0,
  "lumo_ev": [-10.5, -10.5],
  "gap_ev": [4.98, 5.00],
  "fmax_ev_per_a": 1.7
}

=====

Entry 2:
{
  "formula": "C44H33BrF4IrNO2P3",
  "method": "ωB97M-V with the def2-TZVPD basis set",
  "species": ["Ir", "O", "P", "C", "P", "O", "C", "C", "C", "C", "C", "C", "C", "C", "C", "C", "C", "C", "C", "C", "C", "C", "C", "C", "C", "C", "C", "C", "C", "C", "H", "H", "H", "H", "H", "H", "H", "H", "H", "H", "H", "H", "H", "H", "H", "H", "H", "H", "H", "H", "H", "H", "F", "C", "C", "F", "C", "F", "C", "P", "C", "C", "C", "C", "C", "C", "C", "C", "C", "C", "C", "C", "C", "Br", "C", "F", "H", "H", "H", "H", "H", "H", "H", "H", "H", "H", "N", "C", "H"],
  "xyz": [[-0.131, -1.712, 0.651], [2.087, -1.722, 0.806], [2.960, -0.795, -0.078], [2.729, 0.858, 0.692], [1.099, 1.503, 0.513], [-0.060, 0.375, 0.384], [0.857, 2.413, -0.976], [1.610, 3.550, -1.161], [1.635, 4.204, -2.376], [0.876, 3.681, -3.462], [0.225, 2.466, -3.303], [0.175, 1.808, -2.070], [0.748, 2.385, 2.003], [0.113, 3.617, 1.875], [-0.232, 4.388, 2.992], [0.127, 3.929, 4.233], [0.737, 2.685, 4.380], [1.108, 1.936, 3.276], [2.399, -0.675, -1.800], [1.532, -1.513, -2.428], [1.270, -1.360, -3.789], [2.046, -0.433, -4.464], [2.881, 0.470, -3.831], [3.048, 0.368, -2.495], [4.709, -1.038, 0.088], [5.608, -0.800, -0.918], [6.938, -0.861, -0.675], [7.416, -1.226, 0.561], [6.537, -1.495, 1.572], [5.230, -1.368, 1.334], [3.352, 1.593, 0.214], [3.065, 0.776, 1.716], [2.126, 3.970, -0.317], [2.213, 5.114, -2.523], [0.910, 4.102, -4.486], [-0.285, 2.086, -4.224], [-0.324, 0.863, -1.902], [-0.088, 4.026, 0.890], [-0.480, 5.413, 2.843], [-0.007, 4.532, 5.139], [0.980, 2.345, 5.345], [1.703, 1.017, 3.324], [1.113, -2.304, -1.806], [0.492, -2.024, -4.270], [1.997, -0.356, -5.508], [3.307, 1.294, -4.358], [3.553, 1.167, -1.987], [5.199, -0.576, -1.893], [7.497, -0.644, -1.593], [8.461, -1.316, 0.673], [7.001, -1.829, 2.496], [4.529, -1.631, 2.171], [-4.338, 1.397, 5.272], [-4.101, 0.805, 4.125], [-4.903, 0.530, 3.046], [-6.118, 0.833, 2.936], [-4.338, -0.227, 2.022], [-5.050, -0.422, 0.988], [-2.933, -0.715, 2.006], [-2.422, -1.387, 0.351], [-2.923, -0.286, -0.848], [-2.590, -0.578, -2.156], [-2.882, 0.381, -3.147], [-3.581, 1.532, -2.857], [-3.687, 1.962, -1.538], [-3.337, 1.044, -0.581], [-3.409, -2.911, 0.152], [-3.185, -3.678, -1.045], [-3.903, -4.848, -1.088], [-4.724, -5.278, -0.106], [-4.857, -4.593, 1.091], [-4.166, -3.437, 1.234], [-2.101, -0.765, 3.187], [-0.327, -1.242, 3.428], [-2.778, 0.239, 4.298], [-2.159, 0.219, 5.549], [-2.129, -1.552, -2.286], [-2.626, 0.139, -4.191], [-3.850, 2.205, -3.688], [-4.010, 2.976, -1.337], [-3.477, 1.360, 0.451], [-2.476, -3.459, -1.797], [-3.788, -5.469, -2.014], [-5.074, -6.252, -0.379], [-5.495, -4.953, 1.862], [-4.252, -2.808, 2.108], [-0.140, -4.716, 1.369], [-0.102, -3.624, 0.982], [-0.358, -5.674, 1.124]],
  "charge": 3,
  "relative_energy_kj_mol": 413.4,
  "spin_multiplicity": 5,
  "lumo_ev": [-9.4, -12.2],
  "gap_ev": [4.39, 3.87],
  "fmax_ev_per_a": 6.2,
  "s_squared": 6.04
}

=====

Entry 3:
{
  "formula": "C11H15BrFN3O",
  "method": "ωB97M-V with the def2-TZVPD basis set",
  "species": ["H", "N", "C", "N", "N", "C", "C", "C", "C", "C", "O", "C", "C", "C", "F", "C", "Br", "C", "H", "H", "H", "H", "H", "H", "H", "H", "H", "H", "H", "H", "H", "H"],
  "xyz": [[-2.329, 3.817, -4.358], [-2.535, 2.863, -4.215], [-2.342, 2.403, -3.031], [-1.933, 3.290, -2.102], [-2.668, 1.113, -2.811], [-2.988, 0.562, -1.499], [-1.939, 0.209, -0.457], [-0.584, 0.749, -0.588], [0.412, 0.229, 0.241], [0.225, -0.654, 1.302], [1.244, -0.892, 2.192], [2.468, -1.206, 1.565], [3.228, -2.176, 2.421], [4.719, -2.401, 2.018], [5.310, -1.198, 2.246], [-1.065, -1.105, 1.511], [-1.472, -2.219, 3.050], [-2.147, -0.637, 0.683], [-2.538, 4.118, -2.154], [-1.966, 2.898, -1.150], [-3.100, 0.586, -3.628], [-3.541, 1.411, -1.009], [-3.746, -0.272, -1.550], [-0.317, 1.382, -1.386], [1.387, 0.733, 0.062], [3.059, -0.285, 1.424], [2.322, -1.618, 0.666], [3.317, -1.846, 3.498], [2.646, -3.093, 2.361], [4.917, -2.755, 1.014], [5.136, -3.092, 2.723], [-3.181, -0.912, 0.962]],
  "charge": 0,
  "relative_energy_kj_mol": 0.0,
  "lumo_ev": 0.6,
  "gap_ev": 9.16,
  "fmax_ev_per_a": 4.4
}

=====

Entry 4:
{
  "formula": "CH4ClO3P",
  "method": "ωB97M-V with the def2-TZVPD basis set",
  "species": ["O", "P", "O", "Cl", "C", "O", "H", "H", "H", "H"],
  "xyz": [[-2.918, 1.459, -1.390], [-3.456, 0.112, -1.498], [-3.844, -0.176, 0.124], [-4.478, -1.604, 0.780], [0.722, 1.157, -0.196], [-0.299, 0.261, 0.294], [1.583, 0.461, -0.513], [1.206, 1.817, 0.555], [0.276, 1.577, -1.144], [-0.735, 0.767, 1.063]],
  "charge": 0,
  "relative_energy_kj_mol": 165.7,
  "lumo_ev": -0.6,
  "gap_ev": 9.64,
  "fmax_ev_per_a": 3.2
}